{"formula": "C5H5FN2", "method": "ωB97M-V/def2-TZVPD", "smiles": "[H]/N=C1/NC(=C)C=C1F", "e_tot_ha": -402.8595, "elements": ["H", "N", "C", "N", "C", "C", "C", "C", "F", "H", "H", "H", "H"], "coordinates": [[2.9626, 1.1512, -0.0263], [2.0655, 1.6111, 0.0689], [1.1842, 0.6769, -0.0541], [-0.1215, 1.0100, -0.1306], [-0.9475, -0.1359, -0.0610], [-2.2652, -0.1570, -0.0056], [-0.0142, -1.2620, 0.0706], [1.2344, -0.7811, -0.0825], [2.4024, -1.4070, -0.0580], [-0.5445, 1.9581, 0.1979], [-2.7978, -1.0812, 0.0157], [-2.7794, 0.7457, -0.1189], [-0.3790, -2.3288, 0.1839]]}


{"formula": "C4H4EuLiO2", "method": "ωB97M-V/def2-TZVPD", "total_charge": 1, "e_tot_ha": -1022.7467, "spin_multiplicity": 8, "elements": ["H", "C", "C", "C", "C", "O", "O", "H", "H", "H", "Eu", "Li"], "coordinates": [[3.8150, -2.3882, -2.5783], [-0.9920, 0.0194, 1.2030], [-0.1546, 1.2287, 1.4180], [0.1535, 0.4134, 0.2137], [0.6805, 0.0470, -0.8771], [1.0912, -0.3353, -1.9306], [-2.2568, 0.1261, 0.8087], [-0.7209, -0.8721, 1.7828], [0.5956, 1.2124, 2.2127], [-0.6309, 2.1949, 1.2320], [-3.9060, -0.1227, -0.7061], [2.3255, -1.5236, -2.7789]]}


{"formula": "C21H28N3O2Tc", "method": "ωB97M-V/def2-TZVPD", "total_charge": 1, "e_tot_ha": -1212.0617, "spin_multiplicity": 4, "elements": ["O", "C", "C", "H", "H", "C", "H", "H", "C", "H", "H", "H", "C", "H", "H", "H", "Tc", "C", "C", "C", "H", "C", "C", "H", "H", "H", "H", "C", "C", "C", "H", "C", "C", "H", "H", "H", "H", "O", "C", "C", "H", "H", "C", "H", "H", "C", "H", "H", "H", "H", "N", "C", "N", "C", "N"], "coordinates": [[-2.6888, 0.8268, -1.6314], [-1.3293, 0.4916, -1.2078], [-0.8034, 1.9073, -1.3233], [-0.9009, -0.1966, -1.9196], [-1.2699, 0.0165, -0.2285], [-2.2915, 2.2257, -1.7550], [-0.0915, 2.0488, -2.1446], [-0.4302, 2.3108, -0.3904], [-2.3236, 2.6984, -3.2079], [-1.7085, 2.0468, -3.8458], [-1.8940, 3.7105, -3.2892], [-3.3433, 2.7210, -3.6227], [-3.1838, 3.0369, -0.8375], [-3.0625, 2.7822, 0.2175], [-4.2278, 2.8318, -1.0751], [-2.9922, 4.1008, -0.9711], [0.7762, -0.2336, 2.0249], [1.0850, 1.7023, 2.9746], [2.1091, 0.7564, 3.3205], [2.8329, 0.4462, 2.1152], [2.2958, 0.3646, 4.3152], [2.2370, 1.1815, 1.0329], [1.1386, 1.9247, 1.5667], [0.5414, 2.6658, 1.0446], [0.4473, 2.2281, 3.6800], [3.7307, -0.1539, 2.0755], [2.6137, 1.2301, 0.0142], [-0.5300, -0.3206, 3.6711], [-1.2358, 0.3712, 2.5833], [-1.9311, -0.6425, 1.8221], [-1.5007, 1.4313, 2.5650], [-1.8431, -1.8681, 2.5350], [-1.0285, -1.6868, 3.6520], [-0.8471, -2.3813, 4.4654], [-0.1286, 0.1553, 4.5682], [-2.5656, -0.4406, 0.9615], [-2.3962, -2.7716, 2.3008], [0.9278, -1.3393, -2.2978], [0.5590, -0.6079, -3.5145], [0.9016, -1.3836, -4.7913], [1.1058, 0.3406, -3.4532], [-0.5093, -0.3388, -3.5733], [1.8056, -2.5332, -4.3016], [1.3545, -0.7239, -5.5448], [-0.0369, -1.7774, -5.2102], [1.8163, -2.4024, -2.7438], [2.8175, -2.3951, -4.7169], [1.4282, -3.5194, -4.6170], [2.8498, -2.1626, -2.4392], [1.5665, -3.3512, -2.2462], [1.5933, -1.9278, 2.7019], [1.9669, -2.5209, 3.6634], [2.5359, -3.2548, 4.5064], [2.1545, -3.6193, 5.7191], [1.9033, -4.0008, 6.8029]]}


{"formula": "C4H8NO3", "method": "ωB97M-V/def2-TZVPD", "e_tot_ha": -437.6277, "spin_multiplicity": 2, "elements": ["C", "C", "O", "O", "H", "H", "H", "C", "C", "O", "N", "H", "H", "H", "H", "H"], "coordinates": [[-0.6191, 2.4435, 0.3314], [0.9314, 2.1697, 0.2960], [1.3090, 1.0316, 0.4395], [1.5584, 3.2641, 0.1274], [-1.0860, 1.5812, 0.7859], [-1.0044, 2.6269, -0.6652], [-0.7789, 3.2516, 1.0433], [-1.2902, -3.1454, -1.1153], [-0.5324, -2.1597, -0.2105], [0.5743, -2.4225, 0.1806], [-1.2137, -1.0018, 0.0878], [-1.7045, -2.6187, -1.9754], [-2.0742, -3.6852, -0.5941], [-0.7077, -0.1933, 0.3517], [-2.2131, -1.0172, 0.1481], [-0.5290, -3.8354, -1.4695]]}